# 1
Formula: C41H41N3O3P2S3Sc
Source: the OMol25 dataset
Level of theory: wB97M-V/def2-TZVPD

```
94
C41H41N3O3P2S3Sc, DFT wB97M-V/def2-TZVPD
Sc 0.112 0.557 1.097
C 2.875 2.189 1.968
O 2.358 0.965 1.462
C 3.208 -0.127 1.776
C 2.667 -1.352 1.053
O 1.291 -1.450 1.380
C 0.656 -2.594 0.822
C -0.702 -2.730 1.506
O -1.275 -1.440 1.646
C -2.459 -1.509 2.424
H 3.912 2.322 1.645
H 2.261 2.985 1.541
H 2.827 2.205 3.062
H 4.229 0.084 1.433
H 3.212 -0.290 2.862
H 2.787 -1.219 -0.031
H 3.203 -2.255 1.379
H 0.529 -2.438 -0.258
H 1.258 -3.493 1.002
H -1.353 -3.375 0.901
H -0.584 -3.178 2.503
H -3.214 -2.128 1.927
H -2.257 -1.929 3.418
H -2.837 -0.493 2.519
S -2.410 1.155 0.357
P -1.678 0.089 -1.177
C 0.055 -0.214 -1.042
P 0.890 1.171 -1.732
S 0.766 2.807 -0.610
C 2.643 0.654 -1.824
C 3.664 1.523 -1.462
C 4.983 1.111 -1.523
C 5.293 -0.165 -1.969
C 4.278 -1.027 -2.355
C 2.957 -0.623 -2.282
C 0.578 1.605 -3.475
C 0.257 0.612 -4.391
C 0.016 0.953 -5.708
C 0.111 2.275 -6.112
C 0.453 3.260 -5.201
C 0.686 2.928 -3.879
C -2.345 0.809 -2.707
C -2.799 -0.003 -3.738
C -3.260 0.576 -4.906
C -3.255 1.954 -5.047
C -2.795 2.761 -4.019
C -2.338 2.192 -2.846
C -2.450 -1.558 -1.172
C -3.748 -1.701 -0.699
C -4.367 -2.937 -0.743
C -3.692 -4.035 -1.253
C -2.398 -3.894 -1.729
C -1.782 -2.655 -1.703
H 3.413 2.521 -1.128
H 5.772 1.788 -1.229
H 6.324 -0.485 -2.026
H 4.521 -2.016 -2.716
H 2.163 -1.296 -2.579
H 0.178 -0.416 -4.063
H -0.258 0.193 -6.423
H -0.083 2.537 -7.141
H 0.527 4.289 -5.516
H 0.937 3.685 -3.150
H -2.791 -1.078 -3.623
H -3.619 -0.050 -5.708
H -3.614 2.400 -5.961
H -2.791 3.833 -4.139
H -1.976 2.806 -2.029
H -4.261 -0.835 -0.301
H -5.381 -3.039 -0.386
H -4.176 -5.000 -1.289
H -1.873 -4.746 -2.134
H -0.787 -2.532 -2.113
N -0.661 0.830 5.559
C -0.148 -0.425 5.759
C -0.133 -1.250 6.873
C 0.533 -2.451 6.751
C 1.137 -2.823 5.547
C 1.106 -2.015 4.430
C 0.437 -0.796 4.523
N 0.240 0.216 3.605
C -0.398 1.164 4.268
C -0.756 2.427 3.677
C -1.332 3.516 4.280
S -1.572 4.770 3.143
C -0.880 3.763 1.935
N -0.495 2.596 2.343
H -1.160 1.386 6.234
H -0.617 -0.967 7.794
H 0.608 -3.106 7.606
H 1.644 -3.773 5.493
H 1.585 -2.305 3.511
H -1.605 3.646 5.308
H -0.774 4.101 0.919
```

E_LUMO in eV: -2.69
Largest force on an atom in eV/Å: 1.97
Frontier orbital gap in eV: 6.982
Charge: +1
Molecular weight in g/mol: 826.90


# 2
Formula: C41H42FN5O7PtSTe
Source: the OMol25 dataset
Level of theory: wB97M-V/def2-TZVPD

```
99
C41H42FN5O7PtSTe, DFT wB97M-V/def2-TZVPD
Pt 0.917 1.852 0.638
F -1.877 -4.270 -0.476
C -2.469 -3.167 0.023
C -1.723 -2.056 0.270
C -2.323 -0.924 0.835
C -1.508 0.256 1.061
O -0.266 0.192 0.824
C -2.175 1.384 1.552
C -3.493 1.286 1.894
N -4.263 0.198 1.728
C -5.624 0.322 2.258
C -6.872 -0.136 1.574
C -6.429 -0.776 2.872
C -3.693 -0.936 1.155
C -4.437 -2.086 0.839
C -3.847 -3.200 0.283
N -4.666 -4.330 0.004
C -5.042 -5.148 1.147
C -6.307 -5.922 0.825
N -6.075 -6.744 -0.415
C -5.628 -5.888 -1.574
C -4.372 -5.141 -1.165
C -1.454 2.672 1.847
O -1.646 3.214 2.899
O -0.625 3.093 0.892
H -0.663 -2.039 0.053
H -3.963 2.138 2.366
H -5.704 1.271 2.763
H -6.792 -0.700 0.656
H -7.712 0.542 1.597
H -6.048 -1.784 2.859
H -6.965 -0.524 3.776
H -5.501 -2.126 0.982
H -5.237 -4.515 2.011
H -4.240 -5.848 1.431
H -7.131 -5.247 0.600
H -6.591 -6.598 1.630
H -6.922 -7.260 -0.661
H -5.352 -7.443 -0.222
H -6.445 -5.203 -1.792
H -5.455 -6.543 -2.425
H -4.065 -4.504 -1.992
H -3.561 -5.863 -0.992
C 4.357 7.677 -0.016
O 3.325 7.664 -0.999
C 2.567 6.572 -1.111
C 1.561 6.627 -2.099
C 0.753 5.551 -2.274
C 0.869 4.354 -1.514
C 0.048 3.233 -1.880
C -1.112 3.395 -2.827
O 0.208 2.066 -1.441
C 1.861 4.340 -0.489
O 2.121 3.365 0.368
C 2.707 5.443 -0.328
H 4.850 8.637 -0.117
H 5.074 6.874 -0.196
H 3.937 7.584 0.987
H 1.458 7.522 -2.694
H -0.005 5.616 -3.039
H -0.913 4.018 -3.694
H -1.927 3.851 -2.259
H -1.423 2.406 -3.155
H 3.440 5.377 0.462
Te 1.352 2.482 3.163
C 3.246 1.773 3.605
C 3.782 0.534 3.425
C 5.088 0.419 3.978
C 5.510 1.570 4.566
S 4.339 2.793 4.453
H 3.257 -0.256 2.910
H 5.686 -0.477 3.957
H 6.450 1.753 5.061
C 5.541 -0.775 -3.074
N 4.345 -0.141 -2.541
N 3.972 -0.324 -1.228
C 3.059 0.645 -0.883
O 2.503 0.632 0.283
C 2.930 1.480 -2.012
C 3.748 0.973 -2.989
C 4.052 1.516 -4.340
C 4.212 -1.575 -0.580
C 3.783 -2.744 -1.196
C 4.033 -3.961 -0.588
C 4.687 -4.004 0.634
C 5.100 -2.829 1.245
C 4.873 -1.604 0.632
H 6.066 -1.276 -2.266
H 6.199 -0.022 -3.502
H 5.285 -1.511 -3.835
H 2.305 2.346 -2.095
H 3.333 2.289 -4.596
H 4.015 0.736 -5.101
H 5.048 1.961 -4.361
H 3.265 -2.691 -2.147
H 3.718 -4.878 -1.068
H 4.882 -4.956 1.108
H 5.617 -2.870 2.192
H 5.207 -0.680 1.076
```

E_LUMO (alpha / beta) in eV: -4.76 / -4.76
Largest force on an atom in eV/Å: 0.94
Frontier orbital gap (alpha / beta) in eV: 6.033 / 6.033
Charge: +2
Molecular weight in g/mol: 1090.56


# 3
Formula: C41H42N2O4PPdS4
Source: the OMol25 dataset
Level of theory: wB97M-V/def2-TZVPD

```
95
C41H42N2O4PPdS4, DFT wB97M-V/def2-TZVPD
Pd 0.432 -0.269 0.401
C 3.318 -0.507 -0.338
N 2.502 0.061 0.745
C 2.772 1.513 0.850
C 2.793 -0.619 2.029
C 1.655 -0.311 2.953
C 1.796 -0.193 4.329
C 0.693 0.104 5.121
C -0.546 0.291 4.532
C -0.694 0.174 3.152
C 0.396 -0.134 2.363
H 4.384 -0.340 -0.142
H 3.060 -0.017 -1.278
H 3.121 -1.577 -0.407
H 3.845 1.678 0.996
H 2.217 1.929 1.687
H 2.437 2.014 -0.056
H 3.768 -0.298 2.415
H 2.828 -1.691 1.820
H 2.772 -0.320 4.783
H 0.806 0.200 6.193
H -1.408 0.529 5.143
H -1.665 0.307 2.707
N -0.452 2.685 0.166
C -0.067 4.025 -0.037
C -0.258 4.648 -1.263
C 0.206 5.943 -1.470
C 0.856 6.634 -0.462
C 1.039 6.010 0.768
C 0.589 4.719 0.980
S 1.437 8.308 -0.705
O 2.817 8.273 -0.238
O 0.559 9.119 0.126
O 1.287 8.536 -2.136
H -1.165 2.362 -0.476
H -0.752 2.501 1.114
H -0.770 4.115 -2.058
H 0.071 6.437 -2.423
H 1.551 6.551 1.553
H 0.741 4.233 1.940
O 1.239 -3.122 0.251
S 0.443 -3.542 -0.943
C 1.398 -4.919 -1.690
C 2.864 -4.639 -1.754
C 3.476 -4.340 -2.969
C 4.822 -4.011 -3.025
C 5.575 -3.976 -1.861
C 4.977 -4.286 -0.646
C 3.632 -4.617 -0.592
C 0.751 -2.326 -2.266
C -0.072 -2.661 -3.483
C -1.449 -2.850 -3.374
C -2.200 -3.138 -4.504
C -1.590 -3.242 -5.746
C -0.221 -3.044 -5.860
C 0.533 -2.754 -4.733
H 0.959 -5.114 -2.669
H 1.174 -5.756 -1.027
H 2.889 -4.376 -3.880
H 5.282 -3.782 -3.978
H 6.625 -3.716 -1.900
H 5.561 -4.268 0.265
H 3.164 -4.843 0.357
H 1.820 -2.300 -2.475
H 0.430 -1.356 -1.864
H -1.943 -2.739 -2.417
H -3.270 -3.266 -4.406
H -2.181 -3.463 -6.625
H 0.259 -3.106 -6.828
H 1.598 -2.579 -4.826
S -4.858 -1.115 -1.125
P -3.608 -0.400 0.196
S -1.672 -0.698 -0.428
C -3.824 -1.145 1.838
C -4.904 -0.751 2.627
C -5.130 -1.360 3.849
C -4.287 -2.376 4.285
C -3.222 -2.779 3.496
C -2.989 -2.165 2.274
C -3.768 1.399 0.417
C -3.555 2.028 1.644
C -3.460 3.410 1.718
C -3.570 4.176 0.566
C -3.818 3.558 -0.651
C -3.925 2.178 -0.726
H -5.566 0.035 2.281
H -5.965 -1.046 4.463
H -4.463 -2.850 5.243
H -2.558 -3.564 3.836
H -2.138 -2.456 1.669
H -3.474 1.445 2.549
H -3.280 3.890 2.672
H -3.459 5.251 0.618
H -3.916 4.154 -1.549
H -4.108 1.686 -1.674
```

E_LUMO in eV: 1.35
Largest force on an atom in eV/Å: 0.63
Frontier orbital gap in eV: 6.351
Charge: -1
Molecular weight in g/mol: 892.46


# 4
Formula: C41H42N6O5S3SiSnTe
Source: the OMol25 dataset
Level of theory: wB97M-V/def2-TZVPD

```
100
C41H42N6O5S3SiSnTe, DFT wB97M-V/def2-TZVPD
Sn 0.879 0.119 -0.338
C 1.031 -3.690 3.621
C 1.889 -3.047 2.571
C 2.095 -3.656 1.342
C 2.823 -3.020 0.347
C 3.339 -1.759 0.583
C 3.196 -1.152 1.828
C 2.477 -1.803 2.812
S 4.146 -0.896 -0.727
O 4.196 -1.794 -1.859
O 5.399 -0.369 -0.252
N 3.075 0.298 -0.988
C 3.373 1.248 -1.956
C 4.592 1.470 -2.568
C 4.747 2.490 -3.526
C 3.715 3.304 -3.899
C 2.445 3.100 -3.318
C 1.304 3.876 -3.634
C 0.101 3.611 -3.049
C 0.014 2.541 -2.146
N 1.060 1.815 -1.822
C 2.283 2.072 -2.371
H 1.594 -3.875 4.538
H 0.615 -4.634 3.273
H 0.195 -3.029 3.856
H 1.660 -4.630 1.150
H 2.981 -3.480 -0.619
H 3.635 -0.178 2.008
H 2.354 -1.334 3.779
H 5.449 0.872 -2.296
H 5.726 2.628 -3.967
H 3.848 4.092 -4.628
H 1.405 4.677 -4.356
H -0.789 4.176 -3.286
H -0.932 2.271 -1.688
S -1.001 0.551 -4.653
C -1.998 -0.500 -3.829
N -1.775 -1.853 -3.934
C -2.521 -2.789 -3.304
C -3.550 -2.393 -2.522
C -3.754 -0.995 -2.427
N -3.044 -0.095 -3.056
H -0.979 -2.123 -4.496
H -2.235 -3.817 -3.471
H -4.168 -3.091 -1.980
H -4.556 -0.626 -1.797
N 1.344 -4.523 -4.831
C 1.186 -3.511 -3.925
C 0.609 -3.741 -2.669
C 0.454 -2.690 -1.798
N 0.837 -1.440 -2.088
C 1.369 -1.211 -3.296
C 1.542 -2.194 -4.238
H 1.331 -5.466 -4.481
H 1.988 -4.368 -5.588
H 0.296 -4.734 -2.373
H -0.007 -2.824 -0.824
H 1.659 -0.193 -3.517
H 1.983 -1.947 -5.195
O -0.712 -0.069 7.298
C 0.187 0.929 7.139
O 0.733 1.400 8.096
C 0.454 1.381 5.738
C 1.649 2.059 5.499
C 1.952 2.518 4.231
C 1.058 2.298 3.183
S 1.463 2.940 1.593
C -0.133 1.621 3.408
C -0.431 1.172 4.684
H -0.980 -0.422 6.441
H 2.320 2.235 6.328
H 2.869 3.071 4.059
H -0.825 1.432 2.597
H -1.383 0.673 4.832
C -0.786 5.193 2.586
Si -1.198 4.179 1.081
C -2.805 3.261 1.230
C -1.178 5.226 -0.462
O -0.003 2.982 0.868
H -1.527 5.990 2.697
H 0.197 5.660 2.508
H -0.805 4.591 3.496
H -3.649 3.956 1.201
H -2.862 2.694 2.160
H -2.910 2.549 0.408
H -1.912 6.032 -0.382
H -1.438 4.635 -1.342
H -0.199 5.680 -0.628
Te -1.756 -1.080 0.840
C -3.655 -2.041 0.914
C -3.767 -3.432 0.876
C -5.007 -4.056 0.905
C -6.169 -3.300 0.971
C -6.075 -1.916 1.019
C -4.832 -1.296 0.995
H -2.865 -4.033 0.823
H -5.064 -5.138 0.880
H -7.137 -3.785 0.993
H -6.974 -1.314 1.080
H -4.775 -0.214 1.036
```

E_LUMO in eV: -0.38
Largest force on an atom in eV/Å: 0.65
Frontier orbital gap in eV: 6.276
Charge: 0
Molecular weight in g/mol: 1069.42


# 5
Formula: C41H42P2Sn
Source: the OMol25 dataset
Level of theory: wB97M-V/def2-TZVPD

```
86
C41H42P2Sn, DFT wB97M-V/def2-TZVPD
Sn 1.867 -1.211 -0.670
C -2.506 0.310 5.792
C -3.100 0.118 4.604
C -3.545 1.144 3.612
C -2.427 2.069 3.043
C -1.501 2.726 4.018
C -1.851 3.292 5.178
C -2.947 2.839 6.099
C -2.645 1.463 6.753
C 3.987 -1.083 -0.215
H -1.916 -0.518 6.209
H -3.297 -0.911 4.294
H -4.360 1.753 4.027
H -3.977 0.596 2.757
H -1.800 1.479 2.355
H -2.930 2.860 2.452
H -0.469 2.833 3.675
H -1.324 4.188 5.525
H -3.929 2.783 5.612
H -3.043 3.600 6.891
H -1.727 1.552 7.366
H -3.457 1.221 7.468
H 4.023 -1.733 0.669
H 4.295 -0.071 0.075
H 4.585 -1.478 -1.046
P -0.260 -1.880 -1.762
P 2.002 0.564 -2.366
C -0.647 -0.243 -2.427
C 0.297 0.594 -2.911
C -0.393 -2.982 -3.192
C -1.440 -2.720 -4.088
C -1.675 -3.591 -5.150
C -0.871 -4.723 -5.317
C 0.209 -4.947 -4.457
C 0.473 -4.070 -3.403
C -1.577 -2.377 -0.614
C -2.196 -1.391 0.173
C -3.195 -1.740 1.078
C -3.476 -3.089 1.308
C -2.917 -4.071 0.488
C -2.031 -3.703 -0.520
C 2.863 0.623 -3.980
C 2.501 -0.287 -4.995
C 2.724 0.055 -6.330
C 3.366 1.255 -6.662
C 3.840 2.086 -5.641
C 3.633 1.751 -4.301
C 2.295 2.151 -1.503
C 3.474 2.443 -0.786
C 3.640 3.696 -0.188
C 2.647 4.675 -0.310
C 1.461 4.371 -0.989
C 1.273 3.106 -1.542
H -1.720 -0.035 -2.507
H 0.071 1.317 -3.703
H -2.068 -1.837 -3.943
H -2.494 -3.383 -5.836
H -1.092 -5.428 -6.119
H 0.848 -5.817 -4.605
H 1.322 -4.225 -2.731
H -1.907 -0.342 0.064
H -3.755 -0.962 1.598
H -4.156 -3.363 2.112
H -3.198 -5.115 0.620
H -1.692 -4.434 -1.246
H 1.984 -1.214 -4.739
H 2.363 -0.596 -7.125
H 3.498 1.542 -7.708
H 4.340 3.023 -5.886
H 3.999 2.400 -3.504
H 4.264 1.696 -0.703
H 4.562 3.911 0.361
H 2.803 5.669 0.114
H 0.685 5.128 -1.095
H 0.326 2.852 -2.012
C 0.532 -0.380 4.065
C 0.264 -1.620 3.480
C 0.540 -1.801 2.118
C 1.117 -0.771 1.368
C 1.453 0.442 1.970
C 1.211 0.604 3.343
H 0.239 -0.202 5.098
H -0.133 -2.446 4.079
H 0.302 -2.760 1.650
H 1.900 1.270 1.407
H 1.567 1.499 3.859
```

E_LUMO (alpha / beta) in eV: 0.15 / 0.50
Largest force on an atom in eV/Å: 4.17
Frontier orbital gap (alpha / beta) in eV: 5.028 / 5.432
Charge: 0
Molecular weight in g/mol: 715.45


For reference, E by record: -4614.9443, -3272.8639, -4060.1410, -4258.8196, -2484.2676 hartree.